Record 1
The following is a DFT calculation (the ωB97M-V functional and the def2-TZVPD basis) of a 2-piece molecular cluster, C4H8NO2 overall.

Each atom is followed by the atoms it is bonded to, with distances in Å.
Geometry (Å):
1 O -2.52 1.59 0.04  C2 1.294
2 C -2.30 0.32 0.06  O1 1.294, O3 1.281, C4 1.548
3 O -3.05 -0.66 0.41  C2 1.281
4 C -0.99 -0.21 -0.57  C2 1.548, C5 1.487, H8 1.025, H9 1.128
5 C 0.16 0.49 0.07  C4 1.487, C6 1.661, H10 1.145, H11 1.081
6 C 1.57 -0.26 -0.39  C5 1.661, N7 1.436, H12 1.139, H13 1.135
7 N 2.67 -0.28 0.54  C6 1.436, H15 0.943
8 H -0.97 -1.23 -0.49  C4 1.025
9 H -0.97 -0.18 -1.70  C4 1.128
10 H 0.39 1.52 -0.36  C5 1.145
11 H 0.30 0.45 1.14  C5 1.081
12 H 1.85 0.21 -1.39  C6 1.139
13 H 1.23 -1.31 -0.64  C6 1.135
14 H 0.10 0.44 2.03  no bonds
15 H 2.52 -0.88 1.25  N7 0.943

E = -362.2408 Ha
total charge = -1
HOMO-LUMO gap = 5.7 eV

Atomic partial charges in e from the Mulliken method, atoms 1 to 8: atom 1 (O): -0.720, atom 2 (C): 0.419, atom 3 (O): -0.731, atom 4 (C): -0.664, atom 5 (C): 0.326, atom 6 (C): -0.234, atom 7 (N): -0.775, atom 8 (H): 0.429



Record 2
The following is a DFT calculation (the ωB97M-V functional and the def2-TZVPD basis) of an isolated ion of composition C5H14N2OP and charge +1.

Each atom is followed by the atoms it is bonded to, with distances in Å.
Geometry (Å):
1 C -0.95 -2.12 -0.49  N7 1.503, P9 1.918, H10 1.069, H11 1.105
2 C -0.56 0.34 0.00  C3 1.558, C4 1.513, N6 1.481, N7 1.562
3 C -0.97 0.33 1.50  C2 1.558, H12 1.022, H13 0.997, H14 1.208
4 C -0.62 1.75 -0.53  C2 1.513, H15 1.044, H16 1.005, H17 1.009
5 C 2.90 0.70 -0.43  O8 1.415, H18 1.046, H19 1.022, H20 1.097
6 N 0.79 -0.22 -0.25  C2 1.481, O8 1.468, P9 1.735
7 N -1.50 -0.73 -0.64  C1 1.503, C2 1.562, H21 1.034, H22 0.999
8 O 1.82 0.54 0.47  C5 1.415, N6 1.468
9 P 0.84 -1.90 0.18  C1 1.918, N6 1.735, H23 1.379
10 H -1.61 -2.49 0.26  C1 1.069
11 H -1.13 -2.64 -1.45  C1 1.105
12 H -1.07 -0.60 1.91  C3 1.022
13 H -1.90 0.67 1.51  C3 0.997
14 H -0.23 1.05 2.13  C3 1.208
15 H -0.60 1.69 -1.58  C4 1.044
16 H 0.26 2.18 -0.30  C4 1.005
17 H -1.40 2.27 -0.17  C4 1.009
18 H 3.57 1.20 0.20  C5 1.046
19 H 2.44 1.14 -1.22  C5 1.022
20 H 3.43 -0.18 -0.82  C5 1.097
21 H -1.69 -0.60 -1.65  N7 1.034
22 H -2.34 -0.51 -0.15  N7 0.999
23 H 0.50 -1.85 1.51  P9 1.379

E = -724.6329 Ha
total charge = +1
structure (SMILES) = CON1PC[NH2+]C1(C)C
HOMO-LUMO gap = 10.1 eV

Atomic partial charges in e from the Mulliken method, atoms 1 to 8: atom 1 (C): -0.710, atom 2 (C): 0.822, atom 3 (C): -1.668, atom 4 (C): -1.936, atom 5 (C): -0.650, atom 6 (N): -0.006, atom 7 (N): -0.086, atom 8 (O): -0.260



Record 3
The following is a DFT calculation (the ωB97M-V functional and the def2-TZVPD basis) of one molecule with the formula C5H9NO.

Each atom is followed by the atoms it is bonded to, with distances in Å.
Geometry (Å):
1 C -1.83 -0.44 -0.05  C2 1.532, H8 1.096, H9 1.098, H10 1.087
2 C -1.12 0.63 0.78  C1 1.532, N3 1.462, C4 1.502, H11 1.076
3 N 0.02 0.36 1.65  C2 1.462, C4 1.453, H12 1.018
4 C 0.28 1.02 0.39  C2 1.502, N3 1.453, C5 1.508, H13 1.096
5 C 0.82 0.20 -0.76  C4 1.508, C6 1.462, O7 1.421, H14 1.093
6 C 2.11 -0.47 -0.70  C5 1.462, O7 1.421, H15 1.089, H16 1.089
7 O 0.90 -1.20 -0.52  C5 1.421, C6 1.421
8 H -1.83 -0.15 -1.11  C1 1.096
9 H -2.89 -0.56 0.22  C1 1.098
10 H -1.36 -1.41 0.06  C1 1.087
11 H -1.91 1.25 1.16  C2 1.076
12 H 0.29 -0.62 1.59  N3 1.018
13 H 0.74 2.01 0.46  C4 1.096
14 H 0.41 0.46 -1.74  C5 1.093
15 H 2.64 -0.71 -1.62  C6 1.089
16 H 2.72 -0.36 0.19  C6 1.089

E = -325.8200 Ha
structure (SMILES) = C[C@H]1N[C@H]1[C@H]1CO1
HOMO-LUMO gap = 10.6 eV

Atomic partial charges in e from the Mulliken method, atoms 1 to 8: atom 1 (C): -1.098, atom 2 (C): -0.037, atom 3 (N): -0.663, atom 4 (C): -0.153, atom 5 (C): -0.032, atom 6 (C): -0.407, atom 7 (O): -0.439, atom 8 (H): 0.239



Record 4
The following is a DFT calculation (the ωB97M-V functional and the def2-TZVPD basis) of one molecule with the formula C21H26O2.

Each atom is followed by the atoms it is bonded to, with distances in Å.
Geometry (Å):
1 O 4.58 -2.67 -1.62  C4 1.377, C7 1.411
2 O -4.34 3.41 0.66  C22 1.461, H24 0.978
3 C 4.88 -0.46 -1.56  C4 1.345, C8 1.485, H25 1.072
4 C 5.50 -1.65 -1.71  O1 1.377, C3 1.345, C11 1.544
5 C 2.08 -2.65 -0.97  C7 1.406, C9 1.367, H26 1.029
6 C 2.43 0.11 -0.66  C8 1.460, C10 1.413, H27 1.075
7 C 3.36 -2.11 -1.17  O1 1.411, C5 1.406, C8 1.366
8 C 3.46 -0.75 -1.23  C3 1.485, C6 1.460, C7 1.366
9 C 1.01 -1.91 -0.53  C5 1.367, C10 1.463, C12 1.551
10 C 1.20 -0.48 -0.29  C6 1.413, C9 1.463, C23 1.475
11 C 7.00 -1.88 -1.98  C4 1.544, H28 1.043, H29 1.083, H30 1.077
12 C -0.30 -2.67 -0.22  C9 1.551, C14 1.506, H31 1.143, H32 1.071
13 C -3.62 -0.15 1.48  C17 1.486, C19 1.505, H33 1.101, H34 1.154
14 C -1.07 -1.95 0.86  C12 1.506, C20 1.559, H35 1.125, H36 1.079
15 C -2.61 1.73 -0.92  C21 1.549, H37 1.086, H38 1.118, H39 1.141
16 C -1.14 2.48 0.93  C18 1.597, C21 1.516, H40 1.159, H41 1.094
17 C -4.49 1.06 1.51  C13 1.486, C22 1.477, H42 1.126, H43 1.102
18 C 0.11 1.77 0.25  C16 1.597, C23 1.555, H44 1.146, H45 1.118
19 C -2.22 0.34 1.27  C13 1.505, C20 1.512, C21 1.598, H46 1.140
20 C -1.19 -0.44 0.48  C14 1.559, C19 1.512, C23 1.522, H47 1.130
21 C -2.45 1.78 0.62  C15 1.549, C16 1.516, C19 1.598, C22 1.530
22 C -3.69 2.30 1.35  O2 1.461, C17 1.477, C21 1.530, H48 1.083
23 C 0.17 0.24 0.49  C10 1.475, C18 1.555, C20 1.522, H49 1.068
24 H -3.65 4.07 0.45  O2 0.978
25 H 5.30 0.52 -1.51  C3 1.072
26 H 1.98 -3.63 -1.27  C5 1.029
27 H 2.62 1.15 -0.43  C6 1.075
28 H 7.48 -2.53 -1.32  C11 1.043
29 H 7.43 -0.89 -2.06  C11 1.083
30 H 7.04 -2.22 -3.00  C11 1.077
31 H -0.95 -2.86 -1.14  C12 1.143
32 H 0.04 -3.55 0.29  C12 1.071
33 H -3.99 -0.81 0.67  C13 1.101
34 H -3.75 -0.87 2.37  C13 1.154
35 H -2.12 -2.33 0.75  C14 1.125
36 H -0.60 -2.04 1.82  C14 1.079
37 H -3.63 1.38 -1.04  C15 1.086
38 H -2.55 2.76 -1.33  C15 1.118
39 H -1.81 1.19 -1.53  C15 1.141
40 H -1.11 2.58 2.09  C16 1.159
41 H -1.18 3.48 0.48  C16 1.094
42 H -4.94 1.05 2.54  C17 1.126
43 H -5.26 0.96 0.73  C17 1.102
44 H 1.05 2.29 0.66  C18 1.146
45 H 0.26 1.96 -0.84  C18 1.118
46 H -1.86 0.52 2.34  C19 1.140
47 H -1.49 -0.43 -0.61  C20 1.130
48 H -3.47 2.67 2.35  C22 1.083
49 H 0.47 0.12 1.51  C23 1.068

E = -966.2200 Ha
structure (SMILES) = Cc1cc2cc3c(cc2o1)CC[C@@H]1[C@@H]3CC[C@]2(C)[C@@H](O)CC[C@@H]12
HOMO-LUMO gap = 8.9 eV

Atomic partial charges in e from the Mulliken method, atoms 1 to 8: atom 1 (O): -0.470, atom 2 (O): -0.625, atom 3 (C): -1.074, atom 4 (C): 0.582, atom 5 (C): -0.874, atom 6 (C): -1.160, atom 7 (C): -0.337, atom 8 (C): 0.989